Entry 1:
Entry from OMol25: a cluster of 15 separate species, C27H86NO16 in total (wB97M-V/def2-TZVPD).

Geometry as ORCA input:
```
! RIJCOSX wB97M-V def2-TZVPD def2/J DEFGRID3
* xyz 1 1
C -1.49191 2.49295 3.83410
O -1.46368 1.36518 3.00683
C -0.67312 1.60693 1.75301
C -0.49869 0.18593 1.24970
N 0.11378 0.18064 -0.12425
H -0.37834 0.72231 -0.62759
H 1.16784 0.57722 -0.05865
C 0.40423 -1.21024 -0.68724
C 0.88802 -1.01213 -2.11668
O 1.31238 -2.29033 -2.61420
C 1.77564 -2.29422 -3.92516
H -1.54877 3.34867 3.25931
H -0.55075 2.66058 4.24037
H -2.15747 2.54128 4.53256
H 0.33568 2.10850 1.78897
H -1.22734 2.16735 1.14464
H -1.31141 -0.33917 1.54575
H 0.31976 -0.31147 2.10146
H -0.48539 -1.89376 -0.64424
H 1.00256 -1.80215 -0.14315
H 1.64099 -0.20648 -2.20250
H -0.01722 -0.67220 -2.78776
H 1.32973 -1.75595 -4.59069
H 1.65055 -3.25006 -4.16195
H 2.78897 -1.90600 -3.97891
C -1.20613 -1.53948 4.90668
C -0.23668 -1.85490 5.93915
O 0.88496 -2.81102 5.65668
H -1.60192 -2.49337 4.71707
H -0.79703 -1.19084 3.95588
H -2.04647 -0.88094 5.12553
H -0.54739 -2.13859 6.94197
H 0.21080 -0.79094 6.11190
H 1.50079 -2.73698 6.32586
C 1.26923 2.99565 -3.38946
C 2.46037 2.64558 -4.34462
O 2.84911 1.27064 -4.19514
H 1.53174 2.97443 -2.28024
H 0.47661 2.36860 -3.55457
H 0.88178 3.89770 -3.66789
H 3.28705 3.18399 -4.07952
H 2.13948 3.03254 -5.32160
H 3.53570 1.20336 -4.94610
C -4.74118 5.44468 4.45557
C -3.40922 6.25466 4.26339
O -2.42546 5.40525 4.87067
H -4.62722 4.46323 4.01097
H -5.55967 5.72851 3.88614
H -4.97163 5.11002 5.46784
H -3.41525 7.10393 4.68024
H -3.16393 6.12235 3.24392
H -2.73967 4.87815 5.59224
C 2.45933 1.69979 3.96804
C 3.22069 0.42172 3.71771
O 2.59955 -0.29136 2.61123
H 2.59730 2.39200 2.90582
H 3.22148 2.10467 4.89087
H 1.43638 1.64565 4.22189
H 3.24008 -0.07846 4.59579
H 4.28128 0.41523 3.40635
H 2.48072 -1.18237 2.63893
C -2.13942 -4.63532 -0.60395
C -3.08259 -3.61460 0.15784
O -2.20538 -2.90226 1.04705
H -2.95109 -5.16361 -0.91511
H -1.53582 -5.13409 0.02235
H -1.39661 -4.17688 -1.42909
H -3.59134 -4.02054 0.76424
H -3.69653 -3.07017 -0.64396
H -2.67118 -2.44357 1.69290
C -2.92411 -0.21194 -2.20143
C -2.81140 1.23840 -1.95619
O -1.46618 1.64437 -1.79454
H -3.70463 -0.47106 -2.65784
H -2.71056 -0.92626 -1.25614
H -2.30310 -0.41866 -3.00156
H -3.46029 1.42141 -1.14830
H -3.29016 1.58643 -2.83408
H -1.52277 2.63192 -1.90088
C -2.24062 -2.53787 -5.31445
C -1.58971 -2.50209 -6.60515
O -1.09408 -3.76390 -6.86626
H -1.53507 -2.55358 -4.44118
H -2.91509 -3.19558 -5.19137
H -2.79633 -1.77023 -5.08072
H -0.64404 -2.08000 -6.70449
H -2.05442 -2.15072 -7.50279
H -0.80747 -3.84946 -7.78459
C 2.32682 -5.74316 -2.13024
O 2.14430 -6.68888 -3.24745
H 2.87282 -4.88420 -2.38166
H 2.97891 -6.31476 -1.20215
H 1.18763 -5.34866 -1.55281
H 1.29287 -6.53159 -3.68552
C 5.50430 -3.31036 -5.12652
O 6.32129 -4.53769 -5.38216
H 5.87990 -2.63635 -4.63578
H 4.70674 -3.48070 -4.55202
H 4.83819 -2.96805 -5.96874
H 5.74156 -5.36210 -4.99061
C 3.56545 2.46974 -0.13648
O 2.64711 1.26501 0.03659
H 3.72066 2.65593 -1.06994
H 4.50611 2.27013 0.46331
H 3.05865 3.30922 0.31763
H 3.08481 0.71514 0.64361
C -0.89738 1.09591 -5.56145
O -1.72126 0.76004 -6.69760
H -0.18559 1.98774 -5.68936
H -0.22262 0.26593 -5.26163
H -1.61388 1.51048 -4.83450
H -2.47507 0.76204 -6.39248
C 1.09271 -4.10092 2.40312
O 1.29649 -2.88359 2.82984
H 0.09640 -4.24098 2.53831
H 1.53506 -4.91297 2.73120
H 1.22978 -3.99768 1.40663
H 0.89180 -2.79375 3.74726
C -2.23385 2.98574 7.58842
O -3.08855 3.86693 6.97828
H -2.32352 2.18345 7.03845
H -2.59374 2.81235 8.69568
H -1.11799 3.40582 7.60196
H -3.89669 3.58133 7.54961
C 0.84476 5.13922 1.18642
O 0.59364 4.22176 0.10343
H 0.26770 6.08620 1.32832
H 1.90549 5.44115 1.23854
H 0.55398 4.61766 1.93102
H 0.82262 4.61085 -0.83175
*
```

Properties
LUMO energy: -1.8 eV
gap between HOMO and LUMO: 9.480 eV
E_tot: -2337.738225 hartree

Entry 2:
Entry from OMol25: the molecule C5H10O (wB97M-V/def2-TZVPD).

Geometry as ORCA input:
```
! RIJCOSX wB97M-V def2-TZVPD def2/J DEFGRID3
* xyz 0 1
C -1.34628 1.32604 -1.29022
C -0.32523 -0.89722 0.11554
C -0.74309 -0.52408 1.54209
C 0.53401 0.13957 -0.48534
O -0.05928 1.07966 -1.14911
C 2.03319 0.06062 -0.44321
H -1.56808 2.09916 -2.00931
H -2.05087 0.94320 -0.56810
H -1.20783 -0.95746 -0.54801
H 0.19807 -1.86303 0.09936
H -1.17744 0.48307 1.57045
H 0.13376 -0.52691 2.20045
H -1.47364 -1.23772 1.92778
H 2.39164 0.00773 0.59711
H 2.39067 -0.87045 -0.90920
H 2.54500 0.89929 -0.92584
*
```

Properties
LUMO energy (spin up / spin down): 1.0 / 1.0 eV
gap between HOMO and LUMO (spin up / spin down): 7.941 / 7.573 eV
E_tot: -271.626109 hartree

Entry 3:
Entry from OMol25: a structure of composition C12H16ClIN2O2PZr (wB97M-V/def2-TZVPD).

Geometry as ORCA input:
```
! RIJCOSX wB97M-V def2-TZVPD def2/J DEFGRID3
* xyz 3 1
C -1.01695 -2.91068 -0.89736
C 0.12924 -2.00298 -0.59929
H -0.70749 -3.93387 -1.15575
H -1.59562 -2.50569 -1.74197
H -1.66135 -2.95832 -0.00722
O 1.31722 -2.27948 -0.58176
I 0.10469 2.79477 0.92448
Zr -0.45785 0.17513 0.19785
P 0.09588 0.74044 -2.28777
C 1.74305 1.23937 -2.86176
C -0.46906 -0.42487 -3.56885
H -1.89642 2.14707 -2.15964
H -1.08425 2.26657 -3.75505
H -0.41629 3.13429 -2.32624
C -0.92569 2.22432 -2.66900
H -1.52045 -0.68964 -3.39609
H -0.37910 0.06729 -4.54514
H 1.66059 1.57790 -3.90378
H 2.42906 0.38453 -2.80867
H 0.13869 -1.33838 -3.56224
H 2.12526 2.05704 -2.23739
C 1.95908 0.23702 0.17471
O 3.11264 0.29177 0.15438
Cl -2.80912 0.10611 -0.39177
N 3.05479 -0.32363 5.91626
C 2.05637 -0.34340 5.30525
C 0.83153 -0.37223 4.52578
C -0.42094 -0.31195 5.14667
C -1.54927 -0.29200 4.34027
C -1.41546 -0.33299 2.95816
N -0.19617 -0.40197 2.37758
C 0.92670 -0.44711 3.13952
H -0.48767 -0.28900 6.22951
H -2.54010 -0.22396 4.77408
H -2.28487 -0.29259 2.29309
H 1.89195 -0.50077 2.62495
*
```

Properties
LUMO energy (spin up / spin down): -16.1 / -16.1 eV
gap between HOMO and LUMO (spin up / spin down): 3.334 / 3.305 eV
E_tot: -1872.009425 hartree

Entry 4:
Entry from OMol25: the ion C2H6S with charge +1 (wB97M-V/def2-TZVPD).

Geometry as ORCA input:
```
! RIJCOSX wB97M-V def2-TZVPD def2/J DEFGRID3
* xyz 1 2
C -0.25345 -1.32721 -0.47697
S -0.11886 -0.42646 1.38330
C 0.27270 1.29812 0.34273
H -0.90070 -0.57994 -0.91278
H -0.72284 -2.29551 -0.37167
H 0.78300 -1.26159 -0.78540
H 0.04499 1.89509 1.21771
H 1.32078 1.23800 0.07294
H -0.42562 1.45950 -0.46986
*
```

Properties
LUMO energy (spin up / spin down): -5.1 / -8.6 eV
⟨S²⟩: 0.76
gap between HOMO and LUMO (spin up / spin down): 12.104 / 8.912 eV
E_tot: -477.609922 hartree

Entry 5:
Entry from OMol25: a cluster of 5 separate species, C14H31Cl8N in total (wB97M-V/def2-TZVPD).

Geometry as ORCA input:
```
! RIJCOSX wB97M-V def2-TZVPD def2/J DEFGRID3
* xyz 0 1
C -0.86344 -3.95136 -4.78693
C -1.57816 -3.89384 -3.44806
N -0.77078 -3.98146 -2.22045
C 0.14375 -2.93332 -2.10471
C -0.07060 -1.65309 -2.59802
C -1.70112 -4.09041 -1.04133
C -1.01402 -4.40788 0.29357
H -0.27308 -4.80653 -4.87221
H -0.38965 -3.07697 -4.94925
H -1.70379 -3.73027 -5.46626
H -2.34411 -4.78045 -3.52946
H -2.51778 -3.22699 -3.16273
H 0.91995 -3.24793 -2.71143
H 0.52963 -2.83691 -1.11611
H -0.84257 -1.08984 -3.17240
H 0.67568 -1.00156 -2.83853
H -0.30756 -0.95597 -1.79495
H -2.47595 -4.76933 -1.30776
H -2.35138 -3.08954 -0.87234
H -0.76554 -3.34990 0.71781
H -0.12082 -4.88315 -0.10161
H -1.63702 -4.72442 0.95475
Cl -3.68209 -0.10302 4.76269
C -4.31589 1.20585 3.67301
C -5.03464 0.65725 2.50128
Cl -3.73485 0.09661 1.42426
H -3.25401 1.67204 3.58244
H -5.01306 1.75871 4.18685
H -5.52412 1.60221 2.23400
H -5.71239 -0.13646 2.63882
Cl 1.85495 5.33999 1.16050
C 2.52226 5.30620 -0.54258
C 1.80407 4.35464 -1.45327
Cl 0.13459 4.85842 -1.78870
H 3.52485 4.93628 -0.49920
H 2.70952 6.40079 -0.83722
H 1.54660 3.27622 -1.03566
H 2.16462 4.37658 -2.43057
Cl 1.45420 -1.41855 1.00239
C 0.11426 -0.40650 1.71696
C 0.14860 1.03624 1.37097
Cl -0.15776 1.52834 -0.36698
H 0.15628 -0.52570 2.71797
H -0.87517 -0.78085 1.29423
H 1.21107 1.31489 1.51943
H -0.65940 1.63179 1.99787
Cl 6.42635 4.46337 1.91754
C 4.90045 4.04931 2.78813
C 4.43760 2.62190 2.47728
Cl 5.43147 1.39492 3.21921
H 4.07370 4.76129 2.61872
H 5.19472 3.96942 3.73127
H 4.11272 2.64981 1.67242
H 3.49884 2.58912 2.87433
*
```

Properties
LUMO energy: 0.3 eV
gap between HOMO and LUMO: 8.364 eV
SMILES: CCN(CC)CC.ClCCCl.ClCCCl.ClCCCl.ClCCCl
E_tot: -4288.009610 hartree

Repeat the fourth record exactly.
Entry from OMol25: the ion C2H6S with charge +1 (wB97M-V/def2-TZVPD).

Geometry as ORCA input:
```
! RIJCOSX wB97M-V def2-TZVPD def2/J DEFGRID3
* xyz 1 2
C -0.25345 -1.32721 -0.47697
S -0.11886 -0.42646 1.38330
C 0.27270 1.29812 0.34273
H -0.90070 -0.57994 -0.91278
H -0.72284 -2.29551 -0.37167
H 0.78300 -1.26159 -0.78540
H 0.04499 1.89509 1.21771
H 1.32078 1.23800 0.07294
H -0.42562 1.45950 -0.46986
*
```

Properties
LUMO energy (spin up / spin down): -5.1 / -8.6 eV
⟨S²⟩: 0.76
gap between HOMO and LUMO (spin up / spin down): 12.104 / 8.912 eV
E_tot: -477.609922 hartree

> Which of these has the highest E_tot?

C5H10O

What did the fifth record say?
Entry from OMol25: a cluster of 5 separate species, C14H31Cl8N in total (wB97M-V/def2-TZVPD).

Geometry as ORCA input:
```
! RIJCOSX wB97M-V def2-TZVPD def2/J DEFGRID3
* xyz 0 1
C -0.86344 -3.95136 -4.78693
C -1.57816 -3.89384 -3.44806
N -0.77078 -3.98146 -2.22045
C 0.14375 -2.93332 -2.10471
C -0.07060 -1.65309 -2.59802
C -1.70112 -4.09041 -1.04133
C -1.01402 -4.40788 0.29357
H -0.27308 -4.80653 -4.87221
H -0.38965 -3.07697 -4.94925
H -1.70379 -3.73027 -5.46626
H -2.34411 -4.78045 -3.52946
H -2.51778 -3.22699 -3.16273
H 0.91995 -3.24793 -2.71143
H 0.52963 -2.83691 -1.11611
H -0.84257 -1.08984 -3.17240
H 0.67568 -1.00156 -2.83853
H -0.30756 -0.95597 -1.79495
H -2.47595 -4.76933 -1.30776
H -2.35138 -3.08954 -0.87234
H -0.76554 -3.34990 0.71781
H -0.12082 -4.88315 -0.10161
H -1.63702 -4.72442 0.95475
Cl -3.68209 -0.10302 4.76269
C -4.31589 1.20585 3.67301
C -5.03464 0.65725 2.50128
Cl -3.73485 0.09661 1.42426
H -3.25401 1.67204 3.58244
H -5.01306 1.75871 4.18685
H -5.52412 1.60221 2.23400
H -5.71239 -0.13646 2.63882
Cl 1.85495 5.33999 1.16050
C 2.52226 5.30620 -0.54258
C 1.80407 4.35464 -1.45327
Cl 0.13459 4.85842 -1.78870
H 3.52485 4.93628 -0.49920
H 2.70952 6.40079 -0.83722
H 1.54660 3.27622 -1.03566
H 2.16462 4.37658 -2.43057
Cl 1.45420 -1.41855 1.00239
C 0.11426 -0.40650 1.71696
C 0.14860 1.03624 1.37097
Cl -0.15776 1.52834 -0.36698
H 0.15628 -0.52570 2.71797
H -0.87517 -0.78085 1.29423
H 1.21107 1.31489 1.51943
H -0.65940 1.63179 1.99787
Cl 6.42635 4.46337 1.91754
C 4.90045 4.04931 2.78813
C 4.43760 2.62190 2.47728
Cl 5.43147 1.39492 3.21921
H 4.07370 4.76129 2.61872
H 5.19472 3.96942 3.73127
H 4.11272 2.64981 1.67242
H 3.49884 2.58912 2.87433
*
```

Properties
LUMO energy: 0.3 eV
gap between HOMO and LUMO: 8.364 eV
SMILES: CCN(CC)CC.ClCCCl.ClCCCl.ClCCCl.ClCCCl
E_tot: -4288.009610 hartree

> Which of these has the lowest E_tot?

C14H31Cl8N